Here is a gas-phase ion, C24H29N2O2 (charge +1) from the Open Molecules 2025 dataset. Energies are from wB97M-V/def2-TZVPD.

Element x y z (Å)
C1 -7.32298 -0.89848 0.09858
O1 -6.71356 0.32109 -0.26413
C2 -5.39828 0.49690 -0.03444
C3 -4.87220 1.74380 -0.38204
C4 -3.53872 2.03371 -0.19158
C5 -2.68688 1.08328 0.35824
O2 -1.33605 1.27028 0.57502
C6 -0.78120 2.54844 0.32601
C7 -3.19923 -0.16962 0.71234
C8 -2.28447 -1.18398 1.34834
N1 -1.07049 -1.38457 0.52595
C9 0.01511 -2.12759 1.18827
C10 1.30461 -1.90304 0.37650
N2 0.95206 -1.30090 -0.89727
C11 2.12187 -0.96737 -1.70747
C12 2.87557 0.16995 -1.06288
C13 2.33764 1.42772 -1.18588
C14 2.94166 2.54782 -0.60222
C15 4.09756 2.40060 0.11004
C16 4.68993 1.13062 0.26257
C17 5.88764 0.97821 0.99339
C18 6.46853 -0.24798 1.14469
C19 5.87064 -1.37717 0.56689
C20 4.71013 -1.26316 -0.14612
C21 4.07723 -0.01229 -0.32658
C22 -0.03498 -2.12309 -1.56935
C23 -1.35776 -1.99780 -0.78558
C24 -4.54207 -0.45755 0.50973
H1 -8.37453 -0.78584 -0.15686
H2 -6.90388 -1.73862 -0.46346
H3 -7.23080 -1.08814 1.17193
H4 -5.53833 2.47918 -0.80170
H5 -3.17195 3.00777 -0.46840
H6 -0.86254 2.81702 -0.73000
H7 0.26948 2.46730 0.59970
H8 -1.26191 3.31313 0.93928
H9 -2.79318 -2.14089 1.48184
H10 -1.96335 -0.81605 2.32733
H11 -0.70213 -0.42842 0.33128
H12 0.13382 -1.76350 2.20903
H13 -0.25987 -3.18379 1.22805
H14 1.83525 -2.86059 0.24888
H15 1.97396 -1.21489 0.89583
H16 2.75946 -1.84419 -1.87581
H17 1.75381 -0.63251 -2.67990
H18 1.43076 1.55682 -1.75913
H19 2.49417 3.52226 -0.73010
H20 4.57990 3.25450 0.56169
H21 6.33868 1.85790 1.42818
H22 7.38648 -0.35687 1.70125
H23 6.33747 -2.34341 0.68567
H24 4.28178 -2.15181 -0.58370
H25 0.27827 -3.17791 -1.63038
H26 -0.17057 -1.75912 -2.58788
H27 -2.07080 -1.35914 -1.30879
H28 -1.81858 -2.97449 -0.62424
H29 -4.91181 -1.42847 0.79815

Its net charge is +1. As for the total energy: -32427.6870 eV. The SMILES is COc1ccc(OC)c(C[NH+]2CCN(Cc3cccc4ccccc34)CC2)c1. For the relative energy (zero: lowest compared OMol25 entry of this formula, charge and spin), the calculation gives 25.6 kJ/mol.

***

Here is 2 unconnected molecules or ions with the total composition C24H29N2O7 at a distorted geometry from the Open Molecules 2025 dataset. Energies are from wB97M-V/def2-TZVPD.

Element x y z (Å)
C1 4.66465 -2.23578 2.33539
C2 3.62425 -1.14399 2.22982
O1 2.31968 -1.62311 2.44912
C3 1.41006 -0.65157 2.11446
C4 0.03059 -0.95005 2.43141
C5 -0.97866 0.03344 2.21826
O2 -0.79725 1.06665 1.58565
C6 -2.35857 -0.18184 2.76803
C7 -3.17013 -1.11732 1.88202
C8 -2.43588 -2.44185 1.64196
C9 -1.66844 -2.89880 2.89183
C10 -0.22737 -2.34331 2.94656
O3 1.75507 0.40735 1.60138
H1 5.67538 -1.84786 2.19889
H2 4.61415 -2.72167 3.31045
H3 4.48800 -3.00355 1.58191
H4 3.79263 -0.34916 2.96916
H5 3.63622 -0.66183 1.24161
H6 -2.28236 -0.57110 3.78826
H7 -2.84953 0.79287 2.86463
H8 -4.14759 -1.30576 2.34385
H9 -3.37530 -0.62486 0.92273
H10 -3.13670 -3.21088 1.29402
H11 -1.72117 -2.31943 0.81956
H12 -2.23576 -2.61273 3.78826
H13 -1.63413 -3.99528 2.93315
H14 0.41224 -3.00742 2.34840
H15 0.16605 -2.43270 3.96517
C11 5.44460 2.33288 -1.76032
O4 5.04912 1.20107 -2.49779
C12 3.73478 0.79830 -2.27831
C13 3.20123 -0.18071 -3.12842
C14 1.90465 -0.60307 -3.00754
C15 1.06156 -0.07418 -2.02405
C16 -0.34654 -0.45261 -1.92669
C17 -1.39561 0.40475 -1.81567
C18 -2.72752 -0.14430 -1.57233
O5 -2.87584 -1.32809 -1.32753
N1 -3.82130 0.72626 -1.61968
C19 -5.14490 0.17309 -1.53500
C20 -3.70449 2.10648 -1.79505
O6 -4.69021 2.81866 -1.82906
N2 -2.42413 2.63713 -1.94273
C21 -2.29856 4.04965 -2.19034
C22 -1.26958 1.85083 -2.01263
O7 -0.20914 2.38448 -2.27526
C23 1.61134 0.86866 -1.14489
C24 2.90192 1.30508 -1.27169
H16 6.43875 2.63851 -2.09090
H17 4.74371 3.14944 -1.93751
H18 5.47867 2.08939 -0.69841
H19 3.83702 -0.57850 -3.89935
H20 1.50957 -1.33032 -3.69460
H21 -0.59096 -1.50464 -1.92822
H22 -5.87144 0.98375 -1.54551
H23 -5.31431 -0.47759 -2.38984
H24 -5.25591 -0.40243 -0.61934
H25 -1.24619 4.31833 -2.27211
H26 -2.80017 4.29244 -3.12394
H27 -2.75979 4.61205 -1.38028
H28 0.98460 1.24536 -0.34951
H29 3.27494 2.04137 -0.58144

Its net charge is -1. As for the total energy: -42673.3032 eV.

***

Here is a single C24H29N3O2 molecule from the Open Molecules 2025 dataset. Energies are from wB97M-V/def2-TZVPD.

Element x y z (Å)
C1 -4.30774 -2.88633 -1.13774
C2 -4.31703 -1.70524 -0.17389
N1 -3.01882 -1.04545 -0.19211
C3 -2.28894 -0.81873 0.91954
O1 -2.60761 -1.22722 2.01664
C4 -1.04826 0.03522 0.67429
C5 0.04500 -0.28099 1.70141
C6 0.91458 0.95693 1.96055
N2 0.99775 1.75735 0.76164
C7 1.98650 1.73771 -0.15470
O2 1.88726 2.32230 -1.22079
C8 3.25573 0.96271 0.21397
C9 4.35867 1.23809 -0.81289
C10 5.50623 0.27717 -0.67070
C11 6.71576 0.55169 -1.29943
C12 7.78324 -0.31903 -1.19801
C13 7.65408 -1.48450 -0.45986
C14 6.45595 -1.76791 0.16664
C15 5.37781 -0.89784 0.06510
C16 4.08034 -1.21770 0.76864
N3 2.93719 -0.45839 0.29405
C17 -0.25976 2.39681 0.41334
C18 -1.44960 1.51081 0.79794
C19 -5.38647 -0.66480 -0.43895
C20 -5.55744 0.33891 0.51076
C21 -6.48336 1.34601 0.31766
C22 -7.25722 1.36420 -0.83141
C23 -7.09540 0.37069 -1.77962
C24 -6.16313 -0.63652 -1.58807
H1 -5.27236 -3.38611 -1.12991
H2 -3.54577 -3.59810 -0.82934
H3 -4.08219 -2.56039 -2.15117
H4 -4.43428 -2.07460 0.85218
H5 -2.73120 -0.64080 -1.06946
H6 -0.67584 -0.14106 -0.33965
H7 -0.43013 -0.60442 2.62905
H8 0.67288 -1.09007 1.32957
H9 0.46888 1.58341 2.73959
H10 1.90307 0.65008 2.28934
H11 3.60013 1.28234 1.20551
H12 4.71295 2.26573 -0.71068
H13 3.92866 1.15184 -1.81669
H14 6.81260 1.46295 -1.87243
H15 8.71600 -0.09030 -1.69209
H16 8.48432 -2.17004 -0.37553
H17 6.34663 -2.67557 0.74384
H18 3.85093 -2.28231 0.67222
H19 4.19530 -1.00243 1.84023
H20 2.68255 -0.77912 -0.63714
H21 -0.32852 3.36727 0.91901
H22 -0.23595 2.57569 -0.66451
H23 -2.29749 1.73864 0.14906
H24 -1.76025 1.70020 1.82667
H25 -4.95583 0.31936 1.40810
H26 -6.60493 2.11623 1.06500
H27 -7.98371 2.14831 -0.98488
H28 -7.69623 0.37739 -2.67742
H29 -6.05554 -1.40009 -2.34243

Its net charge is 0. As for the total energy: -33925.6803 eV. The SMILES is C[C@@H](NC(=O)C1CCN(C(=O)[C@@H]2Cc3ccccc3CN2)CC1)c1ccccc1. For the relative energy (zero: lowest compared OMol25 entry of this formula, charge and spin), the calculation gives 23.8 kJ/mol.

***

Here is a single C24H29N3O3S molecule from the Open Molecules 2025 dataset. Energies are from wB97M-V/def2-TZVPD.

Element x y z (Å)
C1 4.39057 0.49875 -2.28542
C2 5.28304 0.23669 -1.11377
C3 6.62517 -0.06600 -1.30774
C4 7.45221 -0.36057 -0.24148
C5 6.94346 -0.36658 1.04549
C6 5.61399 -0.05625 1.27992
C7 5.05391 -0.04793 2.67045
C8 4.79231 0.26295 0.19290
N1 3.43882 0.55945 0.46305
C9 2.75348 1.65096 0.07531
O1 3.18516 2.57104 -0.58696
C10 1.29780 1.60929 0.57332
N2 0.56722 0.49042 0.00821
C11 -0.05003 0.72811 -1.27301
C12 0.60494 -0.70026 0.63695
O2 1.32484 -0.89688 1.60962
C13 -0.27616 -1.77774 0.09687
C14 0.29773 -2.91706 -0.44728
C15 -0.49915 -3.95566 -0.89743
C16 -1.87577 -3.85563 -0.79577
C17 -2.46501 -2.73181 -0.24127
C18 -1.66656 -1.69456 0.21752
S1 -2.32775 -0.22864 0.96651
C19 -3.96639 -0.75459 1.58145
C20 -5.04661 -0.66464 0.51659
O3 -5.51709 -1.66560 0.00237
N3 -5.44326 0.56881 0.17596
C21 -4.99274 1.82821 0.73629
C22 -5.62882 2.88015 -0.17136
C23 -6.92580 2.20603 -0.61512
C24 -6.49038 0.75975 -0.81635
H1 4.13962 1.55837 -2.33390
H2 4.88018 0.20944 -3.21189
H3 3.45811 -0.05793 -2.18765
H4 7.01949 -0.07950 -2.31350
H5 8.49240 -0.59503 -0.41218
H6 7.58697 -0.60795 1.87907
H7 4.63090 0.92856 2.90507
H8 4.26064 -0.78925 2.77489
H9 5.83149 -0.27309 3.39561
H10 2.96817 -0.05532 1.12668
H11 1.29340 1.50484 1.66202
H12 0.79877 2.53758 0.29116
H13 -0.91648 1.38531 -1.16420
H14 -0.37200 -0.21077 -1.71786
H15 0.67344 1.20672 -1.93645
H16 1.37396 -2.97974 -0.51204
H17 -0.04621 -4.83755 -1.32360
H18 -2.50683 -4.65692 -1.14905
H19 -3.54019 -2.67504 -0.18324
H20 -4.17959 -0.09243 2.42018
H21 -3.87960 -1.78163 1.93323
H22 -5.35683 1.93555 1.76619
H23 -3.90225 1.88912 0.74432
H24 -4.98980 3.06248 -1.03579
H25 -5.79430 3.82251 0.34583
H26 -7.67189 2.26887 0.17779
H27 -7.34004 2.64242 -1.52070
H28 -6.07840 0.60024 -1.81907
H29 -7.28626 0.02995 -0.65671

Its net charge is 0. As for the total energy: -46808.7286 eV. The SMILES is Cc1cccc(C)c1NC(=O)CN(C)C(=O)c1ccccc1SCC(=O)N1CCCC1. For the relative energy (zero: lowest compared OMol25 entry of this formula, charge and spin), the calculation gives 27.7 kJ/mol.